2 unconnected molecules or ions with the total composition C9H14 in a non-equilibrium geometry. Source: the Open Molecules 2025 dataset; level of theory: ωB97M-V/def2-TZVPD.

Each line ends with the Mulliken charge.
CARTESIAN COORDINATES (ANGSTROEM)
C: 1.46264 -0.88255 1.64065  -1.559
C: -0.00360 -0.58823 1.43557  0.762
C: -0.52497 0.64334 1.72223  -0.359
C: -0.81309 -1.64392 0.91904  -0.592
C: -1.90471 0.93363 1.48438  -0.788
C: -2.19450 -1.34062 0.65017  -0.435
C: -2.69600 -0.08961 0.91285  -0.459
H: 2.05079 0.01728 1.82802  0.323
H: 1.83818 -1.40634 0.75428  0.275
H: 0.10034 1.38863 2.18215  0.275
H: -0.42312 -2.61053 0.62070  0.254
H: -2.32452 1.91101 1.68764  0.356
H: -2.83742 -2.06333 0.15675  0.322
H: -3.69631 0.14482 0.56757  0.309
H: 1.62262 -1.55327 2.49607  0.380
C: 1.14678 0.79980 -1.64065  -0.737
C: 1.45202 0.96968 -3.12605  -1.036
H: 2.09734 0.76197 -1.10503  0.243
H: 0.54411 1.58561 -1.19403  0.308
H: 0.60397 -0.12314 -1.46613  0.230
H: 1.70026 2.01241 -3.35058  0.298
H: 2.25422 0.32765 -3.47311  0.321
H: 0.54496 0.80570 -3.70250  0.310

Computed properties:
- Charge: -1
- E_LUMO (spin up / spin down): 3.800 / 3.682 eV
- Kohn-Sham gap (spin up / spin down): 2.887 / 7.014 eV
- HOMO level (spin up / spin down): 0.91 / -3.33 eV
- Energy above the lowest of the compared OMol25 structures with the same formula, charge and spin: 1.5 kcal/mol
- Largest force on an atom: 1.2 eV Å⁻¹
- 2S+1: 2